(1)
Here is a single C18H20N4O4S molecule at a distorted geometry from the OMol25 dataset. Energies are from ωB97M-V with the def2-TZVPD basis set.

Each line ends with the Mulliken charge.
CARTESIAN COORDINATES (ANGSTROEM)
C 7.6002 2.4286 -2.3275  -1.113
C 6.8046 3.5172 -1.6290  -0.421
C 5.5848 2.9459 -0.8583  -0.453
C 4.4890 2.3757 -1.7757  -0.614
C 3.3050 1.7203 -1.0562  0.484
O 2.4871 2.4698 -0.5502  -0.623
N 3.1870 0.3519 -1.0109  -0.090
C 2.0648 -0.4242 -0.6243  0.819
C 2.2762 -1.8301 -0.5992  -0.651
C 1.2148 -2.6867 -0.2325  -0.815
C -0.0561 -2.2102 0.0897  0.605
C -1.1523 -3.1319 0.4197  0.443
O -0.9751 -4.3614 0.4846  -0.754
N -2.4385 -2.7162 0.6694  0.126
N -3.5357 -3.6556 0.8037  -0.408
C -4.6803 -3.4970 1.6029  0.197
S -5.4026 -4.9292 2.0912  -0.436
N -5.3399 -2.3630 1.9946  -0.154
C -5.2077 -1.0686 1.5321  0.603
O -4.2169 -0.6446 0.9466  -0.754
C -6.3741 -0.1898 1.7685  0.167
C -6.6980 0.9496 1.0532  -0.345
C -7.8018 1.5615 1.6765  -0.353
C -8.1702 0.7745 2.7021  -0.397
O -7.3561 -0.3607 2.7244  -0.362
C -0.2364 -0.8231 0.0405  -0.348
C 0.7744 0.0658 -0.2805  -0.933
H 7.7276 1.6075 -1.6330  0.296
H 7.0671 2.0641 -3.2173  0.275
H 8.6195 2.7274 -2.6687  0.329
H 7.4597 4.0177 -0.9006  0.313
H 6.5017 4.2221 -2.3852  0.326
H 5.1799 3.7556 -0.2209  0.266
H 5.9362 2.1398 -0.2006  0.309
H 4.9608 1.6160 -2.4329  0.167
H 4.0665 3.1443 -2.4079  0.333
H 3.9464 -0.1489 -1.4269  0.200
H 3.2368 -2.2242 -0.8374  0.381
H 1.3836 -3.7544 -0.2665  0.426
H -2.6563 -1.7458 0.7485  0.394
H -3.3331 -4.6347 0.5684  0.307
H -6.1768 -2.5392 2.5081  0.251
H -6.1305 1.3593 0.2242  0.431
H -8.3160 2.4992 1.3912  0.368
H -8.9609 0.9464 3.4070  0.449
H -1.2169 -0.4565 0.3286  0.304
H 0.5582 1.1355 -0.2334  0.455

The total energy is -43975.3349 eV. The energy above the lowest of the compared OMol25 structures with the same formula, charge and spin comes out at 64.8 kcal/mol. The calculation puts the LUMO energy at -0.484 eV. For the maximum force, the calculation gives 0.0768 Eh/bohr. The calculation puts the molar mass at 388.4 g/mol. Its SMILES is CCCCC(=O)Nc1ccc(C(=O)NNC(=S)NC(=O)c2ccco2)cc1. The frontier orbital gap comes out at 0.2861 hartree.



(2)
Here is 7 unconnected molecules or ions with the total composition C30H74Cl4N9O7P3 at a distorted geometry from the OMol25 dataset. Energies are from ωB97M-V with the def2-TZVPD basis set.

Each line ends with the Mulliken charge.
CARTESIAN COORDINATES (ANGSTROEM)
C -7.5838 5.5396 2.0299  -1.099
N -7.5331 5.2693 0.5748  0.253
C -6.1613 5.3017 0.0306  -0.888
P -8.9900 5.3530 -0.3325  0.387
O -10.1429 4.7485 0.3796  -0.854
N -9.0491 6.9681 -0.5901  0.379
C -8.1395 7.5943 -1.5589  -1.419
C -10.0091 7.9467 -0.0195  -0.987
N -8.4549 4.6082 -1.8376  0.186
C -9.1448 4.8138 -3.0795  -1.068
C -8.1642 3.1845 -1.7777  -1.247
H -8.6470 5.6113 2.2595  0.337
H -7.0247 6.4429 2.2738  0.300
H -7.0984 4.6588 2.4504  0.378
H -5.3766 4.9265 0.6875  0.382
H -5.9409 6.3120 -0.3141  0.247
H -6.1258 4.6399 -0.8348  0.263
H -8.7061 8.0191 -2.3876  0.488
H -7.7722 8.5087 -1.0929  0.474
H -7.2138 7.0451 -1.7306  0.347
H -9.6514 8.9182 -0.3605  0.399
H -11.0634 7.8084 -0.2592  0.308
H -10.0557 7.9493 1.0695  0.290
H -9.0837 5.8362 -3.4523  0.228
H -8.5923 4.2686 -3.8448  0.419
H -10.1872 4.5014 -3.0172  0.339
H -7.9284 3.0662 -0.7201  0.404
H -7.3437 2.9433 -2.4534  0.339
H -9.0735 2.6136 -1.9659  0.415
C 3.9534 -2.0533 8.7803  -1.356
N 2.8119 -1.1899 8.6491  0.283
C 3.1481 0.1195 7.9925  -1.149
P 1.1560 -1.7168 8.7234  0.388
O 0.2346 -0.7261 8.1698  -0.807
N 1.1239 -3.3128 7.9159  0.139
C 0.0598 -3.7244 7.0555  -1.058
C 1.9353 -4.4333 8.4787  -1.061
N 1.0275 -1.9983 10.4511  0.193
C -0.3009 -2.5182 10.8675  -1.011
C 1.6751 -1.0343 11.3327  -0.934
H 4.2791 -2.4797 7.8315  0.285
H 3.6808 -2.7650 9.5596  0.534
H 4.8238 -1.5531 9.2051  0.451
H 4.2130 0.1977 7.7735  0.446
H 3.0813 0.9021 8.7483  0.323
H 2.6062 0.2167 7.0518  0.300
H 0.4300 -3.7441 6.0305  0.341
H -0.3348 -4.7234 7.2413  0.383
H -0.6903 -2.9335 7.0549  0.347
H 2.9949 -4.3409 8.2406  0.237
H 1.7877 -4.6329 9.5400  0.314
H 1.6631 -5.3179 7.9029  0.483
H -1.1490 -2.2431 10.2405  0.349
H -0.4238 -3.5635 10.5839  0.294
H -0.5887 -2.3728 11.9088  0.368
H 2.7551 -1.0501 11.1862  0.219
H 1.3509 -1.1890 12.3619  0.352
H 1.2385 -0.0598 11.1140  0.349
C -0.2457 -0.1060 1.2975  -1.176
N 0.3440 -0.0510 -0.0928  0.085
C -0.0960 1.2146 -0.6888  -1.027
P 0.6971 -1.3938 -1.1308  0.664
O 1.8474 -1.1284 -2.0276  -0.813
N 0.9962 -2.7756 -0.0347  0.083
C 0.9183 -4.1876 -0.5012  -1.017
C 2.2488 -2.5563 0.8644  -1.051
N -0.8345 -1.8726 -1.8513  0.274
C -1.1193 -1.3946 -3.1852  -0.985
C -1.9833 -2.3195 -1.0368  -1.097
H -1.3234 0.0556 1.2763  0.386
H 0.2080 0.7309 1.8285  0.449
H -0.0146 -0.9782 1.9091  0.341
H -0.9525 1.0482 -1.3422  0.266
H 0.7704 1.6359 -1.1987  0.294
H -0.5054 1.8493 0.0971  0.432
H 1.7140 -4.4744 -1.1888  0.297
H 1.0172 -4.7414 0.4324  0.412
H -0.0337 -4.5000 -0.9303  0.283
H 3.2177 -2.6465 0.3733  0.292
H 2.0714 -1.5512 1.2471  0.334
H 2.1732 -3.2042 1.7377  0.370
H -0.2829 -1.2038 -3.8575  0.282
H -1.9056 -1.9774 -3.6648  0.299
H -1.5821 -0.4207 -3.0254  0.335
H -2.7748 -1.6011 -0.8235  0.284
H -1.5863 -2.7681 -0.1262  0.332
H -2.4894 -3.1201 -1.5762  0.373
O 6.5553 -2.8029 -8.9405  -0.575
C 7.1815 -2.5657 -7.9112  0.469
C 8.1221 -1.4403 -7.7132  -0.263
C 8.5992 -1.6843 -6.3291  -0.568
C 7.7797 -2.8073 -5.6729  -0.343
O 7.1077 -3.4008 -6.7757  -0.338
H 8.9982 -1.4668 -8.3611  0.209
H 7.7568 -0.4259 -7.8735  0.267
H 9.5743 -2.1405 -6.4998  0.200
H 8.7791 -0.7790 -5.7492  0.402
H 8.5013 -3.4805 -5.2100  0.280
H 7.0208 -2.4375 -4.9834  0.260
O 8.5563 -10.4092 -5.1973  -0.599
C 8.2477 -9.9262 -4.1079  0.459
C 6.9573 -10.0359 -3.4222  -0.197
C 7.2894 -9.1889 -2.1981  -0.471
C 8.6686 -8.7493 -2.2060  -0.302
O 9.1742 -9.2895 -3.3629  -0.347
H 6.1286 -9.6174 -3.9934  0.250
H 6.7189 -11.0404 -3.0727  0.218
H 6.7114 -8.2651 -2.1736  0.239
H 7.1233 -9.7150 -1.2580  0.279
H 8.7120 -7.6718 -2.3649  0.208
H 9.2467 -9.0227 -1.3233  0.263
Cl -4.1792 2.9424 -7.8110  -0.194
C -4.2777 4.6797 -8.0796  -0.388
C -4.4050 5.5876 -6.7819  -0.389
Cl -4.8530 7.2505 -7.1844  -0.193
H -5.2294 4.8596 -8.5797  0.269
H -3.4880 4.9143 -8.7934  0.325
H -3.6358 5.5575 -6.0102  0.355
H -5.1712 5.2701 -6.0748  0.216
Cl 4.0548 3.3543 -7.3013  -0.186
C 4.2930 4.4283 -5.8149  -0.458
C 4.8273 5.8454 -6.1679  -0.417
Cl 6.4944 5.7124 -6.9020  -0.186
H 4.9756 3.9302 -5.1264  0.321
H 3.3244 4.4976 -5.3198  0.303
H 4.8182 6.5438 -5.3311  0.325
H 4.1623 6.2700 -6.9200  0.297

The total energy is -138009.0824 eV. The calculation puts the LUMO energy at 0.166 eV. For the maximum force, the calculation gives 0.0902 Eh/bohr. The calculation puts the molar mass at 907.7 g/mol. Its SMILES is CN(C)P(=O)(N(C)C)N(C)C.CN(C)P(=O)(N(C)C)N(C)C.CN(C)P(=O)(N(C)C)N(C)C.O=C1CCCO1.O=C1CCCO1.ClCCCl.ClCCCl. The frontier orbital gap comes out at 0.3053 hartree.



(3)
Here is 2 unconnected molecules or ions with the total composition C13H15N3O4S at a distorted geometry from the OMol25 dataset. Energies are from ωB97M-V with the def2-TZVPD basis set.

Each line ends with the Mulliken charge.
CARTESIAN COORDINATES (ANGSTROEM)
C -0.2105 0.3745 -5.3194  -1.369
C -0.8853 1.6651 -5.1240  -0.056
H -1.5884 2.0007 -5.9392  0.285
H -0.0674 2.3516 -4.8003  0.230
O -1.6145 1.3773 -4.0124  -0.308
C -1.1421 1.6057 -2.6222  0.614
O 0.0819 1.8626 -2.3201  -0.565
C -2.3751 1.3213 -1.6260  -1.112
C -1.7790 0.9154 -0.2840  0.583
C -1.2160 1.8518 0.5832  -0.542
S -0.7275 0.9429 2.0576  -0.092
C -1.0775 -0.6475 1.1565  0.313
N -1.4743 -0.4041 -0.1601  -0.691
N -0.8925 -1.7323 1.5824  0.056
C 0.0855 -2.3213 2.4931  0.197
O 0.0026 -3.1837 3.1389  -0.321
C 1.3487 -1.2333 2.7539  -0.435
C 1.7557 -0.8913 4.1058  0.499
O 2.6414 -0.2373 3.8385  0.070
N 3.0398 0.0272 2.6731  -0.741
C 2.1543 -0.8044 1.9329  1.530
C 2.1386 -0.6699 0.6234  -1.236
H 3.0793 -0.5023 0.1525  0.419
H 1.4823 0.0906 0.1235  0.084
H 1.6994 -2.0039 0.0899  0.186
C 1.1284 -1.2328 5.3538  -1.283
H 2.1809 -1.3395 6.0455  0.263
H 0.3663 -0.4590 5.7784  0.212
H 0.6738 -2.0912 5.4954  0.491
H -1.4150 -2.4023 1.1971  0.183
H -1.3221 2.8723 0.6552  0.550
H -2.8170 2.2866 -1.5427  0.388
H -3.1211 0.7388 -1.9711  0.437
H -0.8424 -0.4939 -5.5332  0.329
H 0.4709 -0.0602 -4.4468  0.210
H 0.2381 0.4258 -6.1292  0.621

The total energy is -37207.1886 eV. The energy above the lowest of the compared OMol25 structures with the same formula, charge and spin comes out at 321.0 kcal/mol. The calculation puts the LUMO energy at 0.305 eV. For the maximum force, the calculation gives 0.3317 Eh/bohr. The calculation puts the molar mass at 309.3 g/mol. The frontier orbital gap comes out at 0.3072 hartree.



(4)
Here is a molecular structure, C20H26N2OS3Ti at a distorted geometry from the OMol25 dataset. Energies are from ωB97M-V with the def2-TZVPD basis set.

Each line ends with the Mulliken spin population.
CARTESIAN COORDINATES (ANGSTROEM)
Ti 0.0017 -0.3119 -0.5568  1.032
C 2.8928 0.4439 0.7650  0.018
N 1.4827 1.0011 0.5810  -0.040
C 1.7246 2.2306 -0.2332  0.022
C 0.4698 2.6814 -0.9605  -0.006
N -0.0586 1.5801 -1.7811  -0.004
C 0.9092 1.1516 -2.9045  0.001
C -1.4327 1.7654 -2.2669  -0.006
C -1.9714 2.9873 -2.5471  -0.004
C -3.2641 3.0992 -3.1070  0.001
C -4.0061 1.9832 -3.3872  -0.001
C -3.4856 0.6938 -3.0109  0.001
C -2.1742 0.5680 -2.5184  0.005
S -1.4349 -1.0509 -2.4011  0.014
C 0.9766 1.3553 1.9499  0.008
C 1.6887 2.0298 2.9409  0.001
C 1.2053 2.1246 4.2536  -0.001
C -0.0650 1.6112 4.5889  0.001
C -0.8050 1.0143 3.6058  0.004
C -0.2717 0.8304 2.2855  0.011
S -1.4160 -0.0726 1.2257  -0.045
H 3.6614 1.1806 0.4471  0.001
H 2.9867 -0.4990 0.1624  0.003
H 3.0315 0.1818 1.7835  -0.001
H 2.5746 1.9571 -0.8794  -0.009
H 2.1103 3.0725 0.4115  0.001
H 0.7100 3.5765 -1.5486  -0.001
H -0.2737 3.0574 -0.2530  -0.006
H 1.2570 2.0309 -3.4323  -0.001
H 0.4210 0.4107 -3.5615  -0.004
H 1.7840 0.6577 -2.4233  0.003
H -1.3430 3.8674 -2.3592  0.000
H -3.7186 4.0718 -3.3027  0.000
H -4.9998 2.0774 -3.7919  0.000
H -4.0701 -0.2138 -3.1155  -0.001
H 2.5826 2.5979 2.6633  0.000
H 1.7621 2.6407 5.0249  0.000
H -0.4123 1.6827 5.5977  0.000
H -1.8482 0.7268 3.7452  -0.001
O 1.1444 -1.7233 -0.3310  -0.003
S 1.4272 -3.4065 -0.1847  0.004
C -0.1167 -4.2698 -0.7772  0.003
C -0.7517 -5.0685 0.3425  0.001
C 0.1759 -5.0481 1.6215  0.000
C 1.0842 -3.8262 1.5840  0.001
H 0.1640 -4.9646 -1.6094  0.000
H -0.8113 -3.5146 -1.1437  -0.001
H -0.8080 -6.1470 0.1125  0.000
H -1.7669 -4.6923 0.5857  0.000
H 0.7960 -6.0236 1.5736  0.000
H -0.4224 -5.0555 2.5343  0.000
H 2.0817 -4.0984 1.9706  0.000
H 0.6217 -2.9544 2.0317  0.000

The total energy is -81805.7087 eV. The energy above the lowest of the compared OMol25 structures with the same formula, charge and spin comes out at 6.7 kcal/mol. The calculation puts the LUMO energy (alpha / beta) at -3.550 / -3.470 eV. The charge is +1. For the maximum force, the calculation gives 0.1138 Eh/bohr. The calculation puts the molar mass at 454.5 g/mol. The frontier orbital gap (alpha / beta) comes out at 0.2407 / 0.2523 hartree. Its spin multiplicity is 2.